1.
# C42H109N3O14

A cluster of 11 separate species, C42H109N3O14 in total (the ωB97M-V functional and the def2-TZVPD basis, the Open Molecules 2025 dataset).

Net charge   0
E_LUMO   0.1 eV
Strongest force on any atom   3.57 eV/A
SMILES   COCCNCCOC.COCCNCCOC.COCCNCCOC.CC(C)O.CC(C)O.CC(C)O.CC(C)O.CC(C)O.CC(C)O.CC(C)O.CC(C)O
Energy relative to the best compared isomer or geometry (same formula, charge and spin)   116.4 kcal/mol
Energy   -2882.9397 hartree

```
168
Properties=species:S:1:pos:R:3:lowdin_charge:R:1
C -1.084 7.622 0.176 -0.073
O 0.280 8.105 0.385 -0.206
C 0.355 9.101 1.408 -0.203
C 0.086 8.532 2.840 -0.212
N 1.038 7.454 3.164 -0.042
C 0.349 6.603 4.148 -0.222
C 1.126 5.330 4.421 -0.245
O 1.373 4.588 3.244 -0.188
C 1.918 3.283 3.497 -0.090
H -1.570 8.480 -0.290 0.080
H -1.644 7.419 1.088 0.072
H -1.106 6.769 -0.502 0.087
H -0.397 9.866 1.216 0.109
H 1.343 9.556 1.338 0.119
H -0.950 8.199 2.898 0.086
H 0.198 9.297 3.609 0.116
H 1.344 6.873 2.397 0.098
H -0.638 6.289 3.806 0.109
H 0.163 7.203 5.039 0.121
H 0.487 4.706 5.047 0.116
H 2.014 5.551 5.013 0.121
H 2.610 3.048 2.689 0.089
H 1.142 2.523 3.588 0.081
H 2.367 3.217 4.488 0.079
C 1.412 12.901 13.798 -0.089
O 0.902 13.957 14.656 -0.206
C -0.409 14.472 14.301 -0.212
C -0.920 15.400 15.373 -0.217
N -0.981 14.670 16.672 -0.027
C -1.194 15.703 17.671 -0.237
C -1.132 15.092 19.080 -0.251
O 0.130 14.504 19.197 -0.204
C 0.372 13.834 20.442 -0.083
H 0.805 11.999 13.713 0.078
H 2.471 12.743 14.001 0.089
H 1.319 13.219 12.760 0.071
H -1.107 13.635 14.313 0.114
H -0.338 14.982 13.340 0.122
H -1.883 15.843 15.115 0.118
H -0.273 16.278 15.383 0.113
H -0.114 14.173 16.818 0.099
H -2.172 16.174 17.574 0.121
H -0.426 16.470 17.767 0.117
H -1.905 14.324 19.071 0.119
H -1.263 15.901 19.798 0.122
H -0.232 12.927 20.469 0.086
H 0.098 14.453 21.296 0.079
H 1.454 13.715 20.505 0.089
C -1.174 5.407 11.396 -0.107
O -0.259 5.099 12.430 -0.183
C -0.680 4.128 13.321 -0.229
C -1.934 4.411 14.264 -0.189
N -1.492 5.175 15.425 -0.078
C -1.030 6.538 15.130 -0.189
C -0.750 7.446 16.372 -0.197
O -2.015 7.821 16.944 -0.211
C -1.905 8.851 17.951 -0.099
H -1.383 4.574 10.724 0.085
H -0.829 6.211 10.746 0.086
H -2.180 5.694 11.704 0.069
H 0.181 3.919 13.955 0.125
H -0.984 3.199 12.837 0.107
H -2.264 3.428 14.598 0.113
H -2.712 4.943 13.715 0.098
H -2.318 5.204 16.005 0.099
H -1.733 7.066 14.486 0.115
H -0.087 6.465 14.588 0.110
H -0.173 8.310 16.042 0.113
H -0.162 6.917 17.122 0.118
H -1.633 9.773 17.437 0.079
H -1.193 8.615 18.741 0.082
H -2.856 9.057 18.442 0.080
C 1.259 16.204 2.362 -0.065
C 0.840 17.040 3.522 -0.538
C 0.892 18.553 3.315 -0.053
O -0.408 16.698 4.038 -0.033
H 0.739 16.406 1.426 0.082
H 1.265 15.129 2.547 0.078
H 2.309 16.289 2.082 0.080
H 1.621 16.837 4.256 0.127
H 0.591 18.981 4.272 0.071
H 0.118 18.873 2.619 0.082
H 1.856 18.988 3.051 0.082
H -0.686 17.301 4.731 0.087
C 5.691 12.421 2.498 -0.047
C 5.497 12.965 3.967 -0.479
C 4.458 12.282 4.773 -0.084
O 6.666 12.740 4.729 -0.062
H 6.513 12.906 1.971 0.071
H 4.881 12.558 1.781 0.067
H 5.852 11.345 2.428 0.072
H 5.287 14.033 3.912 0.133
H 4.260 12.623 5.789 0.083
H 4.668 11.213 4.825 0.086
H 3.485 12.469 4.318 0.075
H 7.097 11.912 4.508 0.087
C -7.106 12.188 15.939 -0.070
C -5.658 12.361 16.073 -0.484
C -4.807 11.441 15.207 -0.067
O -5.306 13.693 15.635 -0.066
H -7.487 11.245 16.330 0.087
H -7.401 12.151 14.890 0.083
H -7.702 12.980 16.392 0.087
H -5.368 12.237 17.117 0.134
H -5.056 10.385 15.314 0.072
H -3.718 11.436 15.241 0.071
H -4.981 11.457 14.131 0.074
H -4.400 13.896 15.879 0.073
C -3.123 12.188 7.010 -0.052
C -1.857 12.141 7.882 -0.530
C -1.814 10.793 8.576 -0.055
O -0.744 12.393 7.083 -0.044
H -3.990 12.220 7.671 0.077
H -3.090 11.270 6.423 0.077
H -3.156 13.025 6.312 0.074
H -1.782 12.903 8.658 0.130
H -0.807 10.645 8.968 0.081
H -2.091 10.006 7.875 0.075
H -2.536 10.789 9.393 0.081
H -0.897 13.231 6.641 0.086
C -7.138 5.685 11.977 -0.067
C -6.692 6.151 10.561 -0.477
C -5.790 7.351 10.691 -0.060
O -5.942 5.064 10.007 -0.067
H -6.324 5.588 12.696 0.073
H -7.617 4.706 11.945 0.071
H -7.774 6.463 12.398 0.074
H -7.608 6.298 9.988 0.133
H -4.861 7.263 11.254 0.080
H -6.360 8.178 11.115 0.081
H -5.588 7.595 9.647 0.078
H -6.418 4.230 9.998 0.081
C -8.732 12.716 5.280 -0.062
C -9.399 11.378 5.456 -0.526
C -8.761 10.452 6.468 -0.055
O -10.747 11.616 5.796 -0.048
H -8.627 13.253 6.223 0.081
H -9.304 13.330 4.585 0.077
H -7.727 12.652 4.864 0.078
H -9.381 10.829 4.514 0.130
H -7.774 10.183 6.093 0.080
H -9.352 9.554 6.649 0.081
H -8.585 10.932 7.430 0.077
H -11.192 11.999 5.037 0.087
C 4.046 8.449 9.081 -0.066
C 4.046 7.529 10.310 -0.484
C 4.263 6.043 9.997 -0.052
O 4.977 8.091 11.236 -0.055
H 3.462 7.976 8.292 0.072
H 5.053 8.448 8.663 0.073
H 3.757 9.498 9.149 0.080
H 3.079 7.681 10.790 0.130
H 4.192 5.510 10.946 0.076
H 5.226 5.853 9.524 0.077
H 3.526 5.563 9.353 0.073
H 5.738 8.355 10.714 0.075
C -6.284 16.569 9.493 -0.054
C -6.944 15.980 10.774 -0.458
C -6.701 14.467 10.849 -0.072
O -6.334 16.531 11.944 -0.057
H -5.199 16.478 9.527 0.074
H -6.432 17.634 9.317 0.071
H -6.543 15.983 8.611 0.066
H -8.028 16.087 10.750 0.127
H -5.742 14.160 11.266 0.083
H -6.895 14.012 9.877 0.070
H -7.478 14.076 11.505 0.074
H -6.279 15.876 12.644 0.075
```

2.
# C42H110N9O13

A cluster of 12 separate species, C42H110N9O13 in total (the ωB97M-V functional and the def2-TZVPD basis, the Open Molecules 2025 dataset).

Net charge   +7
E_LUMO   -9.0 eV
Strongest force on any atom   7.64 eV/A
Energy   -3133.7985 hartree

```
174
Properties=species:S:1:pos:R:3:lowdin_charge:R:1
C -7.313 1.301 -2.297 -0.227
C -7.261 1.649 -3.789 -0.152
C 10.281 2.051 0.091 -0.341
O 10.658 3.067 0.453 0.209
C 9.886 0.855 -0.062 -0.136
C 10.641 0.398 -1.285 -0.246
C -8.119 1.943 -1.389 -0.274
O -8.866 2.195 -0.434 -0.039
O 11.241 -0.341 -1.939 0.097
O -7.491 1.920 -4.897 0.047
H -6.905 0.338 -2.035 0.043
H 9.926 0.244 0.850 0.083
C -8.665 -10.262 -6.682 -0.202
C -9.961 -11.099 -6.497 -0.357
C -2.754 -10.254 3.796 -0.070
O -2.852 -9.417 2.881 -0.130
C -3.204 -9.806 1.573 -0.057
N -10.065 -11.899 -5.319 -0.032
H -10.220 -11.221 -4.363 0.164
H -10.947 -12.397 -5.350 0.135
H -9.292 -12.504 -5.103 0.122
H -8.097 -10.456 -7.622 0.032
H -8.087 -9.993 -5.760 0.054
H -9.088 -9.322 -7.092 0.038
H -10.850 -10.959 -7.115 0.047
H -2.799 -11.356 3.647 0.079
H -2.356 -9.967 4.785 0.065
H -3.689 -10.815 1.556 0.114
H -2.423 -9.984 0.871 0.082
H -3.792 -9.082 1.091 0.078
C 7.376 5.930 12.495 -0.018
C 7.066 6.939 11.389 -0.291
C 5.716 7.607 11.423 -0.234
O 5.639 8.390 12.547 -0.165
C 4.377 8.911 12.846 -0.060
N 8.173 7.993 11.571 0.221
H 7.912 8.509 12.406 0.157
H 9.113 7.584 11.710 0.187
H 8.243 8.656 10.822 0.162
H 7.669 6.409 13.409 0.091
H 8.148 5.239 12.144 0.103
H 6.412 5.476 12.725 0.100
H 7.355 6.469 10.426 0.163
H 5.077 6.716 11.501 0.141
H 5.503 8.092 10.442 0.148
H 4.471 9.471 13.735 0.095
H 3.633 8.118 12.882 0.100
H 3.962 9.512 12.032 0.098
C -1.226 -12.080 -10.225 -0.047
C -0.929 -10.841 -9.489 -0.334
C 0.501 -10.458 -9.727 -0.267
O 0.908 -9.257 -9.183 -0.177
C 2.144 -8.879 -9.850 -0.034
N -1.790 -9.718 -10.107 0.244
H -1.437 -8.811 -9.854 0.154
H -1.729 -9.822 -11.117 0.170
H -2.762 -9.812 -9.842 0.171
H -2.337 -12.260 -10.136 0.120
H -0.583 -12.871 -9.687 0.143
H -0.901 -12.041 -11.291 0.114
H -1.226 -10.886 -8.440 0.168
H 0.664 -10.481 -10.802 0.135
H 1.080 -11.266 -9.273 0.151
H 2.607 -8.176 -9.176 0.091
H 1.836 -8.501 -10.800 0.090
H 2.777 -9.784 -9.833 0.108
C 8.125 -6.393 9.552 -0.045
C 7.110 -6.664 8.476 -0.306
C 7.730 -7.300 7.247 -0.224
O 6.683 -7.505 6.369 -0.201
C 7.104 -7.588 4.970 -0.042
N 6.030 -7.616 9.029 0.215
H 5.489 -7.100 9.739 0.178
H 5.400 -8.126 8.364 0.188
H 6.535 -8.376 9.511 0.172
H 7.848 -5.831 10.473 0.105
H 8.954 -5.866 9.078 0.099
H 8.622 -7.302 9.994 0.116
H 6.481 -5.808 8.257 0.155
H 8.252 -8.251 7.471 0.157
H 8.447 -6.608 6.782 0.145
H 7.713 -6.756 4.560 0.108
H 6.192 -7.814 4.448 0.086
H 7.682 -8.500 4.809 0.094
C -8.456 7.685 -2.132 -0.030
C -7.961 8.252 -0.826 -0.248
C -6.547 7.904 -0.466 -0.254
O -5.997 8.701 0.552 -0.177
C -4.647 8.226 0.704 -0.076
N -8.092 9.883 -0.876 0.228
H -7.407 10.459 -1.420 0.186
H -8.978 10.000 -1.396 0.162
H -8.236 10.333 -0.019 0.126
H -9.523 7.813 -2.166 0.092
H -8.354 6.631 -1.966 0.095
H -8.028 8.195 -2.995 0.104
H -8.640 8.085 0.008 0.159
H -5.953 7.885 -1.399 0.141
H -6.639 6.896 -0.077 0.138
H -4.267 8.492 -0.276 0.085
H -4.571 7.108 0.940 0.122
H -4.236 8.745 1.543 0.081
C 4.459 10.644 3.251 -0.015
C 2.969 11.014 3.192 -0.280
C 2.290 10.347 1.985 -0.219
O 0.900 10.339 2.068 -0.195
C 0.316 9.867 0.854 -0.083
N 2.306 10.511 4.452 0.197
H 1.258 10.573 4.378 0.176
H 2.487 9.565 4.744 0.146
H 2.473 11.114 5.273 0.174
H 5.054 11.208 3.949 0.093
H 4.786 10.679 2.209 0.108
H 4.533 9.663 3.607 0.061
H 2.809 12.070 3.267 0.153
H 2.611 9.297 1.906 0.142
H 2.653 10.856 1.088 0.144
H -0.731 10.202 0.822 0.096
H 0.458 8.780 0.749 0.097
H 0.732 10.350 -0.077 0.110
C -4.720 3.727 -7.021 -0.020
C -4.228 4.070 -8.391 -0.320
C -4.457 5.538 -8.665 -0.298
O -4.067 5.999 -9.837 -0.139
C -5.122 6.440 -10.743 -0.008
N -2.761 3.890 -8.645 0.226
H -2.537 4.306 -9.586 0.186
H -2.302 4.376 -7.891 0.156
H -2.457 2.878 -8.708 0.197
H -5.747 3.994 -6.974 0.094
H -4.271 4.258 -6.173 0.105
H -4.640 2.709 -6.807 0.071
H -4.765 3.554 -9.091 0.135
H -3.887 6.071 -7.909 0.139
H -5.510 5.762 -8.436 0.145
H -6.061 6.752 -10.191 0.120
H -5.347 5.694 -11.449 0.079
H -4.901 7.314 -11.291 0.081
C 7.014 -2.600 -8.461 -0.013
C 8.200 -2.024 -9.220 -0.294
C 8.155 -0.513 -9.214 -0.264
O 7.828 0.016 -8.005 -0.171
C 7.707 1.391 -8.128 -0.093
N 9.505 -2.474 -8.595 0.249
H 10.249 -2.088 -9.169 0.175
H 9.483 -2.151 -7.607 0.197
H 9.641 -3.449 -8.704 0.154
H 7.148 -3.668 -8.316 0.092
H 6.075 -2.482 -8.988 0.104
H 7.005 -2.089 -7.526 0.079
H 8.236 -2.350 -10.252 0.158
H 7.401 -0.220 -9.974 0.147
H 9.062 0.029 -9.623 0.160
H 7.139 1.806 -7.317 0.093
H 7.322 1.729 -9.109 0.107
H 8.713 1.833 -8.042 0.109
C -7.901 -1.765 7.091 -0.035
C -7.730 -2.758 8.268 -0.262
C -6.321 -3.140 8.674 -0.239
O -6.330 -3.679 9.942 -0.215
C -5.175 -4.478 10.242 -0.046
N -8.296 -2.020 9.515 0.222
H -7.945 -2.607 10.319 0.175
H -7.901 -1.073 9.521 0.176
H -9.278 -1.997 9.571 0.148
H -7.857 -2.296 6.121 0.106
H -7.105 -1.016 7.012 0.090
H -8.774 -1.171 7.169 0.071
H -8.411 -3.702 8.071 0.202
H -5.632 -2.279 8.652 0.146
H -6.001 -3.916 7.947 0.152
H -5.076 -5.358 9.575 0.109
H -5.269 -4.814 11.297 0.112
H -4.307 -3.838 10.260 0.087
```